The following is a DFT calculation (ωB97M-V/def2-TZVPD) of C30H23N3O3STeV as an isolated structure at a distorted geometry.

As for the total energy: -3157.22667 hartree. The expectation value of S² is 0.801. For the highest occupied orbital energy (alpha / beta), the calculation gives -0.2450 / -0.2490 Eh.

The geometry in ORCA input format:
```
! wB97M-V def2-TZVPD RIJCOSX def2/J DEFGRID3
* xyz 0 2
V 0.10 -0.22 -0.38
O 4.15 0.29 3.26
C 3.02 0.59 3.92
C 3.13 1.02 5.24
C 2.01 1.38 5.96
C 0.75 1.32 5.38
C 0.62 0.87 4.09
C 1.74 0.49 3.34
C 1.54 0.05 1.96
O 0.34 -0.20 1.53
N 2.58 0.01 1.15
N 2.16 -0.15 -0.15
C 3.05 -0.21 -1.07
C 2.75 -0.18 -2.49
C 3.80 -0.05 -3.40
C 3.55 0.04 -4.76
C 2.24 -0.04 -5.23
C 1.18 -0.18 -4.35
C 1.44 -0.24 -2.99
O 0.44 -0.37 -2.11
H 3.92 0.11 2.33
H 4.12 1.06 5.68
H 2.13 1.73 6.98
H -0.13 1.63 5.94
H -0.35 0.80 3.62
H 4.09 -0.21 -0.77
H 4.82 -0.01 -3.04
H 4.37 0.15 -5.46
H 2.05 0.01 -6.29
H 0.16 -0.25 -4.70
N -1.95 -0.64 -0.19
C -3.06 0.30 -0.26
C -4.32 -0.29 -0.24
C -5.47 0.46 -0.30
C -5.33 1.84 -0.38
C -4.08 2.42 -0.41
C -2.88 1.68 -0.35
C -1.56 2.41 -0.39
C -1.59 3.81 -0.42
C -0.45 4.58 -0.43
C 0.79 3.97 -0.40
C 0.85 2.59 -0.37
C -0.29 1.79 -0.38
H -2.06 -1.34 -0.92
H -1.99 -1.17 0.68
H -4.38 -1.37 -0.18
H -6.44 -0.01 -0.29
H -6.21 2.47 -0.43
H -4.05 3.49 -0.47
H -2.52 4.34 -0.43
H -0.53 5.66 -0.47
H 1.70 4.56 -0.38
H 1.83 2.14 -0.34
Te 0.58 -3.14 -0.29
C -0.58 -4.89 -0.37
C -1.59 -5.23 -1.22
C -2.08 -6.55 -1.02
C -1.43 -7.19 -0.01
S -0.23 -6.19 0.69
H -1.97 -4.55 -1.98
H -2.87 -7.00 -1.60
H -1.59 -8.19 0.35
*
```

***

The following is a DFT calculation (ωB97M-V/def2-TZVPD) of C30H23N3O5OsS2 as an isolated structure.

As for the total energy: -2584.52824 hartree. For the highest occupied orbital energy, the calculation gives -0.2875 Eh.

The geometry in ORCA input format:
```
! wB97M-V def2-TZVPD RIJCOSX def2/J DEFGRID3
* xyz 0 1
Os -0.11 0.48 -0.08
C 0.06 1.17 -3.22
O -0.19 0.20 -2.18
C -0.64 -1.06 -2.50
C -0.79 -1.49 -3.81
C -1.23 -2.79 -4.04
C -1.51 -3.64 -2.98
C -1.36 -3.20 -1.68
C -0.93 -1.90 -1.43
N -0.76 -1.37 -0.12
N -1.11 -2.10 0.87
C -1.05 -1.70 2.13
C -0.57 -0.42 2.63
O -0.14 0.55 1.92
C -0.56 -0.19 4.05
C -0.99 -1.12 4.91
C -1.49 -2.40 4.48
C -1.94 -3.35 5.41
C -2.42 -4.57 5.00
C -2.46 -4.85 3.63
C -2.03 -3.93 2.70
C -1.52 -2.69 3.11
H -0.87 1.37 -3.75
H 0.85 0.80 -3.87
H 0.37 2.07 -2.70
H -0.58 -0.83 -4.63
H -1.35 -3.13 -5.06
H -1.85 -4.65 -3.17
H -1.59 -3.84 -0.84
H -0.20 0.77 4.37
H -0.97 -0.92 5.98
H -1.90 -3.10 6.47
H -2.77 -5.29 5.72
H -2.85 -5.81 3.29
H -2.07 -4.17 1.65
N 1.68 0.28 -0.04
C 2.92 0.14 0.06
C 3.81 1.30 -0.20
C 5.13 1.11 -0.60
C 5.94 2.20 -0.88
C 5.43 3.49 -0.76
C 4.11 3.68 -0.36
C 3.30 2.59 -0.08
C 3.44 -1.21 0.42
C 4.52 -1.34 1.30
C 4.95 -2.61 1.67
C 4.32 -3.74 1.17
C 3.26 -3.61 0.30
C 2.82 -2.35 -0.08
H 5.53 0.11 -0.71
H 6.96 2.05 -1.20
H 6.06 4.34 -0.97
H 3.71 4.68 -0.26
H 2.28 2.74 0.23
H 5.01 -0.46 1.69
H 5.78 -2.71 2.36
H 4.67 -4.72 1.47
H 2.77 -4.49 -0.10
H 1.99 -2.24 -0.76
O -2.07 3.00 -1.99
S -1.85 2.80 -0.58
O -2.27 3.84 0.31
O -0.33 2.50 -0.36
S -2.55 0.95 -0.02
*
```

***

The following is a DFT calculation (ωB97M-V/def2-TZVPD) of C30H24AsIrN3O7 as an isolated structure.

As for the total energy: -4188.60495 hartree. The expectation value of S² is 0.754. For the highest occupied orbital energy (alpha / beta), the calculation gives -0.2523 / -0.2503 Eh.

The geometry in ORCA input format:
```
! wB97M-V def2-TZVPD RIJCOSX def2/J DEFGRID3
* xyz 0 2
Ir 0.01 -0.04 -0.05
O -1.48 0.93 3.87
C -1.20 0.74 2.73
O 0.07 0.64 2.27
C -2.29 0.53 1.67
C -3.59 0.73 2.16
C -4.64 0.64 1.29
C -4.40 0.33 -0.06
C -5.45 0.24 -1.01
C -5.17 -0.05 -2.31
C -3.83 -0.27 -2.72
C -2.80 -0.20 -1.83
C -3.07 0.12 -0.48
N -2.02 0.22 0.41
H -3.72 0.97 3.20
H -5.66 0.79 1.64
H -6.46 0.41 -0.68
H -5.97 -0.11 -3.03
H -3.63 -0.49 -3.76
H -1.77 -0.33 -2.15
C 4.37 -2.65 -2.43
C 3.07 -2.34 -2.79
C 2.29 -1.52 -1.97
C 2.85 -1.01 -0.81
C 4.15 -1.32 -0.44
C 4.91 -2.14 -1.25
N 2.03 -0.15 0.05
N 2.74 0.53 0.82
C 2.28 1.45 1.81
C 3.29 2.36 2.10
C 3.12 3.41 2.99
C 1.91 3.52 3.64
C 0.89 2.60 3.42
C 1.08 1.58 2.52
H 4.97 -3.29 -3.07
H 2.65 -2.71 -3.71
H 1.29 -1.23 -2.26
H 4.57 -0.92 0.47
H 5.92 -2.39 -0.97
H 4.23 2.24 1.56
H 3.91 4.11 3.16
H 1.74 4.33 4.34
H -0.04 2.68 3.96
O 0.09 4.86 -3.96
C 0.12 3.90 -3.24
C 0.13 2.43 -3.69
O 0.13 2.02 -4.82
C 0.12 1.65 -2.44
C 0.13 2.50 -1.33
O 0.12 2.03 -0.11
C 0.15 3.91 -1.71
O 0.17 4.88 -0.99
O 0.10 0.37 -2.33
C 0.12 -3.81 -0.64
As -0.14 -2.34 0.60
C -1.81 -2.86 1.44
C 1.14 -2.79 1.98
H 0.00 -4.76 -0.12
H 1.11 -3.74 -1.07
H -0.62 -3.73 -1.44
H -1.79 -3.93 1.64
H -2.65 -2.63 0.78
H -1.95 -2.33 2.38
H 1.02 -3.83 2.28
H 1.01 -2.13 2.84
H 2.15 -2.64 1.58
*
```

***

The following is a DFT calculation (ωB97M-V/def2-TZVPD) of C30H24AsIrN3O7 as an isolated structure at a distorted geometry.

As for the total energy: -4188.49692 hartree. The expectation value of S² is 8.809. For the highest occupied orbital energy (alpha / beta), the calculation gives -0.2459 / -0.3283 Eh.

The geometry in ORCA input format:
```
! wB97M-V def2-TZVPD RIJCOSX def2/J DEFGRID3
* xyz 0 6
Ir -0.21 0.06 0.04
O -1.18 -3.56 1.92
C -1.14 -2.45 1.44
O -0.08 -1.78 1.12
C -2.43 -1.70 1.20
C -3.64 -2.21 1.72
C -4.77 -1.47 1.58
C -4.73 -0.25 0.86
C -5.88 0.56 0.66
C -5.80 1.70 -0.07
C -4.57 2.08 -0.67
C -3.45 1.32 -0.49
C -3.50 0.15 0.30
N -2.36 -0.57 0.53
H -3.60 -3.15 2.24
H -5.71 -1.80 2.00
H -6.82 0.24 1.10
H -6.67 2.32 -0.22
H -4.52 2.97 -1.27
H -2.52 1.58 -0.97
C -3.44 1.24 4.84
C -3.58 2.40 4.08
C -2.76 2.62 2.99
C -1.80 1.67 2.64
C -1.66 0.52 3.41
C -2.47 0.31 4.50
N -0.97 1.80 1.49
N -0.95 2.92 0.97
C -0.43 2.96 -0.31
C -0.35 4.21 -0.93
C 0.14 4.30 -2.21
C 0.55 3.14 -2.87
C 0.46 1.90 -2.26
C -0.05 1.77 -0.96
H -4.09 1.07 5.69
H -4.34 3.12 4.34
H -2.86 3.51 2.38
H -0.90 -0.20 3.12
H -2.36 -0.59 5.09
H -0.67 5.08 -0.38
H 0.21 5.26 -2.71
H 0.94 3.21 -3.88
H 0.79 1.02 -2.79
O 0.32 -4.32 -4.72
C 0.24 -3.45 -3.86
C -1.02 -2.67 -3.46
O -2.11 -2.85 -3.90
C -0.59 -1.66 -2.41
C 0.78 -1.79 -2.15
O 1.40 -1.04 -1.36
C 1.37 -2.91 -2.99
O 2.49 -3.32 -2.97
O -1.32 -0.80 -1.85
C 2.95 1.92 1.05
As 1.92 0.31 1.34
C 3.17 -1.12 1.00
C 1.75 0.27 3.26
H 3.88 1.87 1.61
H 2.36 2.78 1.39
H 3.16 2.03 -0.01
H 3.98 -1.06 1.73
H 3.56 -1.02 -0.01
H 2.64 -2.06 1.09
H 2.74 0.36 3.69
H 1.30 -0.68 3.56
H 1.12 1.09 3.60
*
```

***

The following is a DFT calculation (ωB97M-V/def2-TZVPD) of C30H24BBrCl3GdN6O2S3 as an isolated structure at a distorted geometry.

As for the total energy: -7576.48299 hartree. The expectation value of S² is 15.761. For the highest occupied orbital energy (alpha / beta), the calculation gives -0.0238 / -0.0242 Eh.

The geometry in ORCA input format:
```
! wB97M-V def2-TZVPD RIJCOSX def2/J DEFGRID3
* xyz -2 8
Gd -0.37 0.19 -0.39
Br -1.70 1.46 -7.60
C -1.35 1.28 -5.73
C -1.83 2.31 -4.87
C -1.55 2.23 -3.55
C -0.83 1.09 -2.94
O 0.03 1.41 -1.96
C -0.36 0.05 -3.91
C 0.27 -1.11 -3.45
N 0.52 -1.37 -2.19
C 0.94 -2.61 -1.78
C 0.91 -3.79 -2.56
C 1.33 -5.00 -2.04
C 1.80 -5.10 -0.74
C 1.84 -3.96 0.09
C 2.28 -3.99 1.43
C 2.30 -2.81 2.17
C 1.87 -1.64 1.59
N 1.42 -1.57 0.32
C 1.41 -2.70 -0.43
C -0.64 0.21 -5.29
H -2.41 3.12 -5.29
H -1.84 3.01 -2.86
H 0.56 -1.84 -4.21
H 0.50 -3.76 -3.56
H 1.27 -5.89 -2.67
H 2.11 -6.06 -0.34
H 2.58 -4.94 1.87
H 2.62 -2.80 3.21
H 1.87 -0.71 2.15
H -0.29 -0.55 -5.97
Cl -2.72 -5.75 3.89
C -2.12 -4.24 3.27
C -2.29 -3.93 1.93
C -1.82 -2.73 1.45
Cl -1.99 -2.31 -0.23
C -1.19 -1.74 2.26
O -0.84 -0.60 1.80
C -1.01 -2.16 3.61
Cl -0.12 -1.10 4.66
C -1.46 -3.36 4.11
H -2.78 -4.63 1.25
H -1.30 -3.60 5.15
C 3.02 2.19 -1.86
N 2.17 3.18 -1.25
C 1.73 4.36 -1.82
C 0.93 4.95 -0.92
N 0.86 4.15 0.20
B 0.23 4.68 1.54
N -0.32 3.55 2.45
C 0.00 3.40 3.78
C -0.82 2.47 4.32
N -1.64 2.03 3.31
C -2.75 1.13 3.45
C -1.31 2.69 2.16
S -2.07 2.46 0.66
C 1.59 3.05 -0.02
S 1.85 1.69 0.98
H 3.49 2.64 -2.75
H 2.44 1.32 -2.15
H 3.79 1.89 -1.15
H 2.02 4.64 -2.82
H 0.38 5.88 -0.97
H -0.67 5.42 1.25
H 1.11 5.24 2.17
H 0.80 3.96 4.23
H -0.86 2.06 5.31
H -2.48 0.32 4.13
H -2.99 0.72 2.47
H -3.62 1.66 3.84
S -2.45 0.31 -2.18
*
```

***

The following is a DFT calculation (ωB97M-V/def2-TZVPD) of C30H24BrHfN5 as an isolated structure.

As for the total energy: -4052.95430 hartree. For the highest occupied orbital energy, the calculation gives -0.4961 Eh.

The geometry in ORCA input format:
```
! wB97M-V def2-TZVPD RIJCOSX def2/J DEFGRID3
* xyz 2 1
Hf 0.02 -0.77 -0.05
C -0.40 4.86 4.33
C -0.33 3.94 3.15
C 0.18 4.36 1.93
C 0.30 3.51 0.85
C -0.12 2.18 0.93
N 0.02 1.27 -0.12
C 0.57 1.70 -1.36
C -0.17 2.45 -2.28
C 0.37 2.83 -3.49
C 1.67 2.46 -3.85
C 2.23 2.84 -5.18
C 2.40 1.68 -2.96
C 1.87 1.32 -1.73
N 2.68 0.55 -0.85
C 3.99 0.70 -0.58
C 4.38 -0.33 0.26
C 3.24 -1.10 0.43
N 2.21 -0.56 -0.24
C -0.65 1.75 2.17
C -0.73 2.61 3.25
N -1.15 0.42 2.35
C -2.24 0.09 3.05
C -2.28 -1.29 3.21
C -1.15 -1.75 2.56
N -0.44 -0.72 2.05
H -0.47 5.89 4.01
H 0.49 4.76 4.95
H -1.26 4.63 4.96
H 0.51 5.39 1.82
H 0.71 3.87 -0.08
H -1.18 2.75 -2.00
H -0.22 3.43 -4.17
H 1.79 3.76 -5.55
H 2.02 2.06 -5.92
H 3.31 2.96 -5.13
H 3.39 1.35 -3.23
H 4.54 1.54 -0.98
H 5.36 -0.50 0.67
H 3.11 -2.00 1.01
H -1.11 2.24 4.20
H -2.92 0.85 3.39
H -3.03 -1.87 3.72
H -0.80 -2.77 2.42
Br -2.66 -0.82 -0.74
C -2.83 -2.76 -0.78
C -4.08 -3.30 -0.85
C -4.20 -4.70 -0.85
C -3.08 -5.49 -0.77
C -1.79 -4.91 -0.69
C -0.63 -5.72 -0.59
C 0.61 -5.16 -0.52
C 0.74 -3.75 -0.57
C -0.34 -2.89 -0.65
C -1.63 -3.50 -0.70
H -4.96 -2.68 -0.91
H -5.18 -5.14 -0.92
H -3.18 -6.56 -0.77
H -0.75 -6.80 -0.57
H 1.49 -5.78 -0.45
H 1.76 -3.36 -0.57
*
```

***

The following is a DFT calculation (ωB97M-V/def2-TZVPD) of C30H24ClIIrNO4Si as an isolated structure.

As for the total energy: -2665.06187 hartree. For the highest occupied orbital energy, the calculation gives -0.2798 Eh.

The geometry in ORCA input format:
```
! wB97M-V def2-TZVPD RIJCOSX def2/J DEFGRID3
* xyz 0 1
Ir -0.52 0.04 -0.10
Cl 4.22 1.29 4.63
C 2.83 1.40 3.59
C 1.97 2.46 3.70
C 0.84 2.58 2.89
I -0.43 4.21 3.10
C 0.54 1.63 1.93
O -0.48 1.66 1.12
C 1.45 0.53 1.83
N 1.13 -0.39 0.87
C 1.89 -1.44 0.67
C 3.04 -1.66 1.45
C 3.39 -0.76 2.42
C 2.59 0.38 2.64
H 2.17 3.22 4.44
H 1.59 -2.12 -0.11
H 3.63 -2.54 1.26
H 4.28 -0.91 3.02
C -4.11 -3.74 4.66
O -3.71 -4.62 3.61
C -3.06 -4.08 2.56
C -2.69 -5.01 1.55
C -2.03 -4.57 0.46
C -1.68 -3.19 0.26
C -1.06 -2.80 -0.95
C -0.67 -3.76 -2.04
O -0.77 -1.61 -1.29
C -2.06 -2.25 1.29
O -1.83 -1.00 1.27
C -2.75 -2.75 2.44
H -4.62 -4.36 5.38
H -4.79 -2.98 4.28
H -3.25 -3.27 5.12
H -2.96 -6.05 1.68
H -1.78 -5.30 -0.29
H -0.90 -4.80 -1.86
H 0.41 -3.67 -2.19
H -1.14 -3.44 -2.97
H -3.00 -2.02 3.19
C -0.86 1.37 -6.00
C 0.37 1.93 -5.69
C 0.86 1.84 -4.40
C 0.14 1.20 -3.39
C -1.09 0.64 -3.72
C -1.60 0.72 -5.02
Si 0.85 1.17 -1.64
C 1.19 2.96 -1.16
C 2.45 3.37 -0.74
C 2.70 4.69 -0.37
C 1.68 5.62 -0.43
C 0.41 5.23 -0.86
C 0.17 3.92 -1.21
H -1.25 1.43 -7.01
H 0.95 2.43 -6.46
H 1.81 2.30 -4.16
H -1.68 0.12 -2.97
H -2.56 0.29 -5.25
H 2.21 0.56 -1.72
H 3.27 2.65 -0.69
H 3.69 4.99 -0.04
H 1.86 6.65 -0.15
H -0.39 5.96 -0.90
H -0.82 3.63 -1.53
*
```

***

Here are the calculated ΔE to the lowest compared entry with this formula, charge and spin numbers, same order: 32.3; 0.0; 58.9; 0.0; 88.5; 0.7; 0.0 (kcal/mol).